[1]
{
  "formula": "Cl2HNS",
  "method": "ωB97M-V/def2-TZVPD",
  "e_above_lowest_kcal_mol": 97.4,
  "lumo_ev": [-1.922, -1.765],
  "homo_ha": [-0.3598, -0.3601],
  "total_energy_ev": -37380.9357,
  "gap_ev": [7.87, 8.03],
  "symbols": ["N", "S", "Cl", "Cl", "H"],
  "positions_angstrom": [[-0.12580, -0.64865, -0.62855], [-0.43160, -0.68962, 1.02556], [-0.77874, 0.78613, -1.30843], [1.61284, -0.67992, -1.09274], [-0.27670, 1.23206, 2.00416]]
}

---

[2]
{
  "formula": "Cl2HO3P",
  "method": "ωB97M-V/def2-TZVPD",
  "e_above_lowest_kcal_mol": 19.0,
  "lumo_ev": [-1.646, -2.611],
  "homo_ha": [-0.3545, -0.4243],
  "total_energy_ev": -40488.7422,
  "gap_ev": [8.00, 8.94],
  "symbols": ["O", "O", "O", "P", "Cl", "Cl", "H"],
  "positions_angstrom": [[-1.20345, 0.31119, -1.76815], [1.55960, 0.19340, 0.29409], [2.21742, -0.47686, 1.23394], [-0.92166, 0.10682, -0.30851], [-1.90532, -1.60899, 0.45758], [-1.61699, 1.65644, 0.72184], [1.87041, -0.18201, -0.63080]]
}

---

Calculated largest force on an atom (eV/A), listed in the same order as above: 3.3 2.7